Here is 16 unconnected molecules or ions with the total composition C76H184N16O28 in a non-equilibrium geometry from the Open Molecules 2025 dataset. Energies are from ωB97M-V with the def2-TZVPD basis set.

Summary:
E ... -5986.4392 Ha
Total charge ... +4

Geometry as XYZ:
```
304
Properties=species:S:1:pos:R:3:forces:R:3:lowdin_charge:R:1
C 1.5754 -9.0703 5.9625 0.1 -0.3 1.4 -0.08
O 2.4826 -8.4079 6.8654 0.3 -0.2 -1.1 -0.19
C 1.9993 -7.2420 7.5159 0.9 -0.8 -0.8 -0.16
C 2.0526 -5.9821 6.6139 0.1 0.7 -0.1 -0.04
N 3.4192 -5.6486 5.8723 -1.1 -0.4 0.3 0.09
H 4.1272 -5.4920 6.5754 0.5 0.3 0.0 0.17
H 3.6940 -6.4734 5.3583 0.3 -0.5 0.0 0.15
C 3.2849 -4.4621 4.8466 0.7 -1.5 1.3 -0.03
C 4.5346 -4.2416 3.9394 -0.9 -0.3 0.2 -0.23
O 5.6629 -4.5720 4.6827 1.9 -0.6 -0.8 -0.18
C 6.9704 -4.6706 3.9582 -0.5 0.6 0.7 -0.02
H 0.7024 -9.4480 6.4948 -0.3 0.3 0.3 0.10
H 2.0544 -10.0004 5.6569 0.4 0.4 -0.4 0.10
H 1.2064 -8.4558 5.1413 0.3 0.2 -0.2 0.05
H 2.6280 -7.0912 8.3934 0.2 0.0 -0.1 0.13
H 1.0390 -7.5631 7.9193 -0.6 1.2 -0.2 0.14
H 1.8711 -5.1255 7.2630 -0.1 0.2 -0.2 0.13
H 1.3273 -5.9369 5.8015 -0.2 -0.2 0.2 0.09
H 3.1470 -3.6243 5.5300 -0.6 0.2 -0.6 0.14
H 2.4143 -4.8661 4.3299 -0.2 1.2 -0.3 0.11
H 4.4525 -3.2057 3.6102 0.4 0.5 0.2 0.11
H 4.4768 -4.8011 3.0058 -0.1 -0.6 -0.1 0.11
H 7.6897 -5.0889 4.6623 -0.3 0.3 0.2 0.09
H 7.3004 -3.6915 3.6110 -0.2 0.2 0.4 0.09
H 7.0689 -5.3014 3.0748 -1.1 -0.4 -0.1 0.08
C -1.3650 5.4901 1.2469 -0.6 0.6 -0.8 -0.06
O -2.2575 5.0746 0.1839 0.4 -0.1 0.6 -0.22
C -3.1715 4.1115 0.6666 -1.2 -1.1 -0.7 -0.19
C -4.0099 3.5900 -0.5001 1.1 0.1 -0.6 -0.05
N -4.7315 4.7416 -1.2578 -0.4 -1.5 0.3 0.10
H -4.9209 5.5477 -0.6794 -0.7 -0.1 0.9 0.16
H -4.0865 5.1604 -1.9126 0.3 -0.6 -0.5 0.14
C -6.0067 4.2612 -2.0068 -0.1 0.7 0.1 -0.06
C -7.2549 4.5333 -1.1410 1.0 1.0 0.2 -0.22
O -7.1298 3.9643 0.1291 0.2 -0.1 -0.1 -0.18
C -7.5318 2.5953 0.1744 -0.1 -0.2 0.1 -0.06
H -1.8821 6.3261 1.7179 0.4 0.1 0.5 0.10
H -0.4535 5.8084 0.7409 0.1 0.2 0.2 0.06
H -1.1151 4.7423 1.9996 -0.3 -0.3 -0.1 0.10
H -3.9252 4.4028 1.3981 0.3 1.0 0.5 0.15
H -2.6294 3.3109 1.1700 -0.1 -0.4 -0.2 0.11
H -4.6725 2.7819 -0.1902 -0.5 0.5 0.1 0.14
H -3.4103 3.1449 -1.2942 0.1 0.0 0.0 0.09
H -5.8926 3.2158 -2.2937 0.4 -0.1 0.3 0.10
H -6.0022 4.8560 -2.9202 -0.3 0.0 0.0 0.12
H -8.1734 4.3703 -1.7049 -0.1 -0.9 0.0 0.14
H -7.3356 5.6022 -0.9434 0.3 0.4 0.0 0.12
H -7.3394 2.1700 1.1594 -0.1 0.5 0.1 0.09
H -6.9440 1.9748 -0.5020 -0.1 0.0 -0.4 0.08
H -8.5933 2.5935 -0.0729 0.0 -0.5 0.0 0.10
C 3.6058 9.7941 4.2238 0.0 -0.9 0.3 -0.05
O 4.4624 8.8070 3.6076 -0.3 0.8 -0.6 -0.20
C 4.6883 7.6542 4.3832 2.2 1.0 0.9 -0.23
C 3.7376 6.5802 4.1028 -2.4 -0.1 -1.4 -0.06
N 3.6472 6.4539 2.5555 0.1 -2.2 1.5 0.09
H 3.4566 7.3877 2.2213 0.1 0.3 -0.4 0.16
H 4.5623 6.1275 2.2794 0.6 0.3 -0.7 0.15
C 2.7093 5.3222 2.0800 0.4 1.1 0.6 -0.06
C 3.1784 4.9432 0.7308 1.8 0.4 -2.4 -0.20
O 4.6232 4.7578 0.7194 -1.2 0.4 0.5 -0.19
C 5.1598 4.4222 -0.5464 -0.2 -0.1 0.3 -0.08
H 4.0564 10.1992 5.1298 0.1 -0.1 0.0 0.10
H 2.6855 9.2659 4.4732 -0.3 0.4 0.3 0.08
H 3.3891 10.6282 3.5565 0.3 -0.3 -0.3 0.09
H 4.8135 7.9007 5.4376 -0.8 -0.1 0.3 0.15
H 5.7144 7.3338 4.2028 0.2 -0.1 -0.7 0.14
H 2.7123 6.9198 4.2500 0.0 -0.4 1.1 0.13
H 3.9195 5.5979 4.5387 -0.1 0.2 0.1 0.15
H 1.7056 5.7366 1.9864 0.0 -0.3 0.5 0.12
H 2.7880 4.5193 2.8130 -0.2 0.2 0.1 0.14
H 2.9752 5.7366 0.0116 0.1 1.0 0.1 0.12
H 2.6373 4.1871 0.1619 0.0 -1.1 0.9 0.12
H 5.0488 5.1708 -1.3309 -0.5 0.4 0.1 0.09
H 4.6350 3.5112 -0.8342 0.5 -0.3 -0.5 0.07
H 6.2407 4.3315 -0.4387 -0.2 -0.5 0.2 0.10
C -0.1468 11.2403 1.8403 0.8 -0.3 0.1 -0.08
O -0.5832 11.0751 0.4904 -0.3 -0.9 -0.2 -0.19
C -1.7259 10.2074 0.4415 0.1 1.7 -0.2 -0.19
C -2.1011 9.9836 -1.0273 0.6 -0.2 0.0 -0.04
N -1.1072 8.9873 -1.6920 -1.4 -0.8 1.4 0.10
H -1.0725 9.1386 -2.6900 0.3 0.2 -0.3 0.16
H -0.1909 9.1297 -1.2916 0.5 0.3 0.0 0.17
C -1.5541 7.5271 -1.4676 -0.1 0.7 -1.8 -0.06
C -0.6048 6.5457 -2.1861 1.8 -1.2 0.5 -0.21
O 0.0596 6.9184 -3.3623 -0.3 1.3 -0.9 -0.18
C -0.7214 6.9703 -4.5404 -0.1 0.6 0.1 -0.07
H -0.8521 11.7425 2.5023 -0.3 0.0 -0.3 0.10
H 0.7931 11.7918 1.8619 -0.2 0.2 -0.4 0.10
H 0.1009 10.2562 2.2382 -0.2 -0.2 0.3 0.08
H -2.5075 10.7705 0.9515 -0.6 -0.2 -0.2 0.14
H -1.5987 9.3011 1.0335 0.3 -0.4 -0.2 0.12
H -2.0558 10.8983 -1.6183 0.3 0.1 0.3 0.14
H -3.1094 9.5982 -1.1792 0.1 -0.3 0.2 0.13
H -2.5077 7.5235 -1.9955 -0.2 -0.1 0.2 0.12
H -1.7489 7.3263 -0.4141 0.4 0.0 -0.2 0.10
H -1.0016 5.5463 -2.3643 -1.0 0.1 0.4 0.12
H 0.3198 6.3211 -1.6544 -0.4 0.1 1.3 0.13
H -0.1106 7.3947 -5.3372 0.2 -0.4 0.0 0.11
H -1.5348 7.6871 -4.4281 -0.5 0.0 0.0 0.09
H -1.1248 5.9877 -4.7850 0.0 0.0 -0.1 0.06
C -2.2516 -5.8747 -3.4581 1.0 0.7 0.1 -0.05
C -1.7694 -4.4461 -3.8801 -0.6 -0.7 -0.4 -0.12
N -0.2514 -4.2776 -4.3386 0.6 -0.2 -0.2 -0.19
C -0.0669 -4.9626 -5.7280 -0.7 0.2 1.5 0.03
C 0.1139 -2.7269 -4.3751 -1.1 -2.6 0.3 -0.13
C -0.7864 -2.0095 -5.3210 -0.4 0.7 -0.1 -0.07
C 0.6982 -4.9733 -3.3119 -0.4 -0.8 -0.2 -0.06
C 2.1389 -5.3941 -3.7758 -1.2 1.8 0.6 -0.18
O 2.8988 -4.1983 -3.8438 -0.3 0.0 -0.2 -0.24
C 4.1765 -4.4349 -4.4315 -1.4 -0.2 0.0 -0.06
H -1.8581 -6.1156 -2.4705 0.2 -0.3 -0.1 0.05
H -2.0148 -6.6151 -4.2222 0.2 -0.1 0.2 0.08
H -3.3294 -5.9468 -3.3119 -0.1 0.7 -0.3 0.10
H -2.0370 -3.7213 -3.1113 0.7 0.0 0.2 0.11
H -2.3794 -4.1946 -4.7477 0.4 0.2 -0.2 0.11
H -1.0182 -4.9038 -6.2568 0.3 0.3 -0.1 0.10
H 0.1099 -6.0161 -5.5116 0.0 0.1 -0.2 0.10
H 0.7696 -4.5367 -6.2822 -0.2 0.1 0.2 0.11
H 1.1798 -2.6888 -4.5997 -0.1 0.0 0.0 0.12
H -0.0996 -2.4480 -3.3432 0.2 0.3 0.1 0.10
H -1.8567 -2.1313 -5.1542 0.1 -0.1 0.5 0.08
H -0.6606 -2.2381 -6.3793 0.6 0.2 0.0 0.09
H -0.5749 -0.9753 -5.0493 -0.1 0.4 -0.7 0.06
H 0.1173 -5.8692 -3.0926 0.4 -0.2 0.2 0.10
H 0.7010 -4.3640 -2.4081 0.1 0.2 -0.1 0.12
H 2.0312 -5.9252 -4.7216 0.5 0.0 -0.2 0.11
H 2.7040 -5.9918 -3.0607 -0.8 -0.7 0.3 0.13
H 3.9266 -4.9234 -5.3733 0.8 0.5 -0.6 0.10
H 4.7462 -5.1740 -3.8682 0.4 0.3 0.3 0.10
H 4.5822 -3.4240 -4.4707 0.6 -0.5 -0.5 0.08
C -0.6391 0.9962 -8.9096 0.5 1.3 0.8 -0.02
C -0.7132 1.9708 -7.6492 0.0 0.4 -0.6 -0.15
N -2.0970 2.5260 -7.2731 0.5 0.0 0.2 -0.22
C -2.8669 1.3098 -6.7223 -1.5 1.6 -0.2 0.04
C -1.9639 3.6781 -6.2242 0.0 -1.0 0.9 -0.15
C -1.2323 3.3021 -4.9145 -0.1 -0.6 -1.9 -0.06
C -2.7552 3.2086 -8.5232 -0.2 -2.1 -0.6 -0.05
C -4.2455 3.6590 -8.4208 1.0 0.4 1.7 -0.19
O -5.1548 2.6934 -8.0029 0.2 -0.5 0.3 -0.19
C -5.6244 1.8579 -9.0369 0.1 0.3 -1.2 -0.08
H -0.8514 1.4204 -9.8910 -0.5 0.3 0.3 0.08
H -1.2199 0.0863 -8.7586 0.0 0.1 0.1 0.08
H 0.4118 0.7450 -9.0536 0.1 -0.3 0.5 0.08
H -0.1195 2.8838 -7.6039 0.5 0.0 -1.3 0.12
H -0.2867 1.4582 -6.7869 -0.6 -0.4 0.1 0.09
H -3.6934 1.7916 -6.1999 0.0 -0.6 0.4 0.10
H -2.2950 0.6406 -6.0794 0.2 0.5 -0.1 0.08
H -3.3375 0.7608 -7.5379 0.4 0.1 -0.2 0.11
H -2.9883 3.9198 -5.9408 0.0 0.2 -0.5 0.12
H -1.3897 4.5064 -6.6393 -0.6 -0.1 -0.7 0.12
H -1.4823 2.2515 -4.7666 0.1 0.2 1.0 0.06
H -1.5461 3.9818 -4.1223 0.0 -0.5 0.1 0.06
H -0.1714 3.4168 -5.1368 0.2 -0.1 0.5 0.07
H -2.6800 2.4206 -9.2726 -0.1 0.0 -0.1 0.10
H -2.0768 3.9820 -8.8836 -0.1 0.2 0.4 0.14
H -4.5643 4.1639 -9.3326 0.3 0.0 -0.2 0.14
H -4.2478 4.3684 -7.5932 -0.3 0.5 -0.3 0.12
H -6.3158 2.4058 -9.6772 -0.6 0.0 0.3 0.10
H -6.0553 0.9297 -8.6618 0.0 0.3 0.2 0.11
H -4.8321 1.6545 -9.7574 0.4 -0.6 0.1 0.08
C -0.3755 0.4606 -2.4574 0.2 0.4 -0.3 -0.07
C -0.4757 1.8004 -1.7143 -0.6 -0.4 0.9 -0.23
C 0.0836 1.8286 -0.2914 -0.2 -1.7 0.9 -0.16
C -0.6320 0.8015 0.7056 1.4 0.9 0.1 -0.03
N 0.2571 0.5502 1.9925 0.9 0.5 -0.5 -0.17
C 1.3577 -0.5272 1.6845 0.0 0.3 0.3 -0.08
C 1.6326 -1.1904 3.0406 -0.5 0.8 0.2 -0.13
C 0.2344 -1.2864 3.6582 -0.6 0.7 -0.2 -0.13
C -0.5699 -0.0917 3.0614 -0.1 -0.8 0.5 -0.11
C 0.9867 1.8053 2.5826 -0.3 -0.7 -0.2 0.04
H 0.6240 0.1726 -2.7834 0.4 0.2 0.4 0.05
H -0.9281 0.4925 -3.3964 -0.5 0.0 0.2 0.04
H -0.7572 -0.3533 -1.8409 -0.1 0.0 -0.1 0.06
H -1.5327 1.9932 -1.5303 -0.3 0.0 -0.5 0.09
H -0.1077 2.6890 -2.2273 0.2 -0.2 -0.4 0.09
H -0.0653 2.8331 0.1048 0.2 0.0 0.2 0.09
H 1.1427 1.5715 -0.2745 0.3 0.2 -0.1 0.09
H -0.8082 -0.2078 0.3337 0.3 0.1 -0.3 0.09
H -1.6233 1.1731 0.9655 0.2 0.2 0.7 0.11
H 2.2407 -0.0310 1.2819 0.0 0.1 0.0 0.09
H 0.9622 -1.2432 0.9641 -0.4 0.1 0.0 0.10
H 2.2762 -0.5240 3.6147 0.1 -0.1 0.1 0.12
H 2.1147 -2.1673 3.0052 0.0 0.1 -0.4 0.09
H 0.1686 -1.1669 4.7397 0.5 -0.4 -0.1 0.10
H -0.2296 -2.2350 3.3881 -0.1 0.0 0.0 0.09
H -0.7360 0.6368 3.8549 -0.5 0.1 -0.4 0.12
H -1.4850 -0.4214 2.5694 -0.1 0.2 0.4 0.11
H 0.3520 2.6795 2.7272 -0.4 0.0 -0.8 0.09
H 1.9003 1.9424 2.0041 -0.2 0.3 0.0 0.07
H 1.2644 1.6874 3.6300 0.1 -1.0 0.0 0.10
C -2.3766 -0.1078 8.1382 -0.5 0.3 -1.1 -0.07
C -2.2915 -0.4189 6.5973 1.3 -0.5 1.3 -0.24
C -3.4873 -1.2226 6.1457 -0.4 -0.5 0.0 -0.18
C -3.3313 -1.9375 4.7871 0.0 0.1 0.4 -0.08
N -4.3790 -3.0248 4.4897 -1.2 -1.4 -2.5 -0.18
C -4.7316 -4.0898 5.5295 -0.7 0.3 0.7 -0.07
C -5.3864 -5.2897 4.7853 -1.2 1.0 1.6 -0.15
C -4.6912 -5.3230 3.4957 0.6 -0.4 -2.1 -0.19
C -3.9354 -4.0188 3.3181 1.0 1.6 0.9 -0.06
C -5.6156 -2.2858 3.9342 0.2 0.8 1.0 0.03
H -2.6329 -1.0054 8.7010 0.4 -0.2 -0.1 0.07
H -3.1873 0.5874 8.3564 0.0 0.2 -0.1 0.07
H -1.4494 0.3425 8.4926 -0.1 -0.2 0.0 0.08
H -1.3877 -1.0229 6.5159 0.1 -0.2 -0.2 0.08
H -2.0906 0.4724 6.0029 -0.4 0.2 0.0 0.11
H -4.2964 -0.4963 6.2226 -0.6 -0.4 -0.6 0.13
H -3.6718 -2.0102 6.8763 0.0 0.1 0.3 0.10
H -2.3572 -2.4179 4.6954 0.0 -0.1 0.3 0.10
H -3.3975 -1.1934 3.9933 -0.1 -0.2 -0.3 0.12
H -5.3766 -3.5673 6.2360 0.0 -0.4 0.2 0.13
H -3.8482 -4.4781 6.0365 0.4 0.6 -0.1 0.11
H -6.4603 -5.1554 4.6558 0.0 0.3 0.0 0.12
H -5.3206 -6.2508 5.2953 0.3 0.3 0.5 0.13
H -5.3795 -5.5217 2.6742 0.0 0.2 -0.1 0.12
H -3.9969 -6.1630 3.4745 0.3 0.1 0.0 0.10
H -4.0292 -3.4796 2.3755 -0.1 -0.2 0.1 0.13
H -2.8767 -4.1493 3.5422 0.1 -0.1 -0.2 0.09
H -6.3949 -2.8645 3.4382 0.5 -0.6 0.1 0.11
H -5.2734 -1.4858 3.2777 0.2 -0.3 -0.3 0.08
H -6.0908 -1.7300 4.7425 0.0 -0.3 0.3 0.11
C 2.6605 0.8477 -5.9027 0.6 -0.4 0.8 -0.11
C 2.9985 1.8486 -4.7484 -0.4 -1.5 0.1 -0.19
C 3.5045 1.1699 -3.3465 0.7 -0.1 -2.8 -0.10
C 4.8095 0.2588 -3.5841 -1.3 1.2 2.1 -0.07
N 5.2290 -0.4241 -2.2721 1.1 -0.8 -0.4 -0.24
C 5.7532 0.5732 -1.2486 0.5 0.5 0.1 -0.10
C 7.1232 0.0489 -0.6980 -1.5 0.8 0.0 -0.11
C 7.1694 -1.3589 -1.2241 0.9 -0.9 -0.9 -0.15
C 6.5273 -1.2667 -2.6014 -1.0 0.5 0.8 -0.07
C 4.1825 -1.3626 -1.6510 1.1 1.3 -0.2 0.05
H 2.2146 1.3396 -6.7671 -0.2 0.1 0.2 0.06
H 2.0529 0.0076 -5.5661 -0.5 0.2 0.1 0.06
H 3.5447 0.3447 -6.2942 0.3 0.2 0.0 0.07
H 2.0679 2.3718 -4.5282 0.0 0.1 0.3 0.07
H 3.6432 2.5714 -5.2484 0.5 0.1 0.8 0.10
H 2.6858 0.5858 -2.9264 0.0 -0.1 -0.3 0.06
H 3.6937 1.9904 -2.6544 0.4 -0.2 0.1 0.09
H 5.6525 0.9249 -3.7681 -0.1 -0.1 -0.4 0.13
H 4.7566 -0.5241 -4.3407 -0.4 0.2 0.0 0.12
H 5.0355 0.8027 -0.4610 -0.2 -0.4 0.0 0.11
H 6.0021 1.4989 -1.7675 -0.5 0.0 -0.2 0.11
H 7.0984 0.1847 0.3832 0.3 -0.4 0.0 0.13
H 7.8328 0.7483 -1.1401 0.6 -0.6 0.2 0.12
H 6.6445 -2.0883 -0.6073 -0.2 0.3 0.1 0.12
H 8.1497 -1.8146 -1.3636 0.3 0.4 0.2 0.13
H 6.3020 -2.2241 -3.0711 -0.5 0.0 0.2 0.12
H 7.0917 -0.6964 -3.3392 0.1 0.2 0.3 0.14
H 3.3320 -0.7300 -1.3968 -0.4 -0.5 -0.6 0.10
H 4.5285 -1.6918 -0.6712 0.3 -0.1 -0.2 0.08
H 4.1136 -2.1781 -2.3709 -0.8 0.0 0.3 0.09
C 3.0273 -3.9285 0.3248 -2.1 0.9 0.1 -0.07
C 2.3146 -5.3057 0.2850 2.3 0.2 -0.1 -0.25
C 0.9488 -5.3987 0.9072 -0.2 0.3 -0.3 -0.16
C 0.0878 -6.5707 0.3036 0.0 0.6 2.6 -0.05
N -0.2615 -7.6169 1.4215 -1.1 -0.9 -1.3 -0.20
C 1.0132 -8.1804 2.1750 -1.6 1.5 -0.5 -0.08
C 0.7820 -9.6642 2.3193 -0.7 -0.2 0.1 -0.12
C -0.7198 -9.9828 1.8667 2.0 1.1 -0.6 -0.09
C -0.8895 -8.8837 0.7700 0.2 -0.6 0.8 -0.10
C -1.4210 -7.0826 2.3183 1.7 1.0 -0.3 0.04
H 2.2794 -3.2109 -0.0123 0.0 0.3 -0.7 0.06
H 3.9424 -3.7571 -0.2421 -0.1 -0.7 0.1 0.07
H 3.1328 -3.5207 1.3301 0.5 -0.5 0.3 0.06
H 3.0255 -5.9068 0.8520 -0.1 -0.8 -0.1 0.10
H 2.3031 -5.7028 -0.7300 0.1 0.1 -0.2 0.08
H 0.4220 -4.4569 0.7538 -0.2 0.0 -0.1 0.10
H 1.1415 -5.4217 1.9798 -0.7 -0.5 0.2 0.11
H 0.5982 -7.0660 -0.5224 -0.1 -0.2 0.2 0.12
H -0.8619 -6.1296 0.0012 -0.1 -0.3 -0.2 0.11
H 1.1249 -7.6381 3.1139 -0.2 0.1 -0.1 0.11
H 1.8681 -7.9470 1.5403 -0.2 0.1 0.0 0.12
H 0.9531 -9.9334 3.3616 0.1 -0.4 -0.2 0.09
H 1.5668 -10.0520 1.6699 -0.5 -1.0 0.1 0.12
H -1.4075 -9.8583 2.7031 0.0 0.1 -0.1 0.11
H -0.8159 -10.9993 1.4850 0.0 0.2 -0.1 0.12
H -1.9240 -8.7264 0.4649 0.1 0.4 0.3 0.13
H -0.3659 -9.1314 -0.1534 0.4 0.0 0.2 0.13
H -1.5498 -7.6802 3.2207 0.1 -0.1 -0.3 0.11
H -2.3219 -6.9947 1.7111 0.2 -0.3 0.0 0.10
H -1.1198 -6.0715 2.5922 -0.1 0.0 0.4 0.09
N 4.8525 0.1735 2.5735 1.9 1.1 3.6 -0.71
O 5.3859 0.2352 3.6818 0.1 0.9 1.0 -0.01
O 4.8298 -0.8965 2.0557 -0.8 -4.8 -3.6 -0.06
O 4.4080 1.1607 2.0235 -1.4 2.6 -1.7 -0.07
N -4.4842 1.5709 2.8394 0.2 -1.3 0.1 -0.72
O -5.1586 2.3082 3.4636 -2.4 3.7 2.4 0.02
O -3.2650 1.6241 2.9167 3.3 0.1 -0.5 -0.07
O -5.0300 0.7045 2.1834 -0.8 -2.6 -2.4 -0.06
N -0.8129 -4.0126 6.0739 1.8 -0.7 -1.1 -0.63
O 0.1438 -3.2336 6.2439 -0.3 0.4 0.8 -0.05
O -1.6597 -4.2717 6.9031 -0.8 0.5 1.0 0.00
O -0.8132 -4.6481 4.9805 -0.4 -0.6 -1.1 -0.13
N -4.3237 0.8663 -3.2454 -3.0 -1.3 3.5 -0.68
O -5.3186 0.6751 -2.5176 -0.7 -0.6 -0.1 -0.03
O -3.6774 -0.0554 -3.6583 1.9 -2.2 -1.9 -0.02
O -3.9916 2.0106 -3.3758 2.2 4.7 -1.8 -0.07
N 0.9540 3.9816 5.6277 2.8 -0.3 2.8 -0.75
O 1.9237 4.5685 6.0736 3.0 1.7 1.1 -0.06
O 0.6634 2.9210 6.0936 -1.5 -3.7 0.8 -0.01
O 0.3565 4.4968 4.7570 -4.0 2.4 -5.7 -0.06
N -1.4134 -2.9514 -0.2056 0.5 -2.3 1.6 -0.61
O -0.4217 -2.5541 -0.8273 1.3 1.7 -0.7 -0.08
O -1.5858 -2.6906 0.9992 0.0 1.0 -0.4 -0.02
O -2.0810 -3.8398 -0.7346 -1.4 -0.7 -0.7 -0.04
```
Positions in Å, forces in eV/Å.